Model w:
{"formula": "C5H11N4", "method": "ωB97M-V with the def2-TZVPD basis set", "elements": ["C", "C", "C", "C", "C", "N", "N", "N", "N", "H", "H", "H", "H", "H", "H", "H", "H", "H", "H", "H"], "positions_angstrom": [[-0.73, -0.79, 0.94], [0.57, 0.67, 1.98], [0.36, 0.87, -0.46], [-0.56, -0.29, -0.43], [-0.68, -1.15, -1.61], [-0.17, -0.36, 2.15], [0.73, 1.38, 0.83], [2.03, -0.24, -1.03], [-1.75, 0.13, 0.40], [-1.14, -1.88, 1.16], [1.02, 1.08, 2.79], [0.41, 1.64, -1.12], [0.23, -0.97, -2.34], [-1.60, -0.80, -2.29], [-0.89, -2.16, -1.25], [1.40, 2.12, 0.93], [2.57, -0.40, -0.20], [2.63, 0.34, -1.60], [-2.69, -0.20, 0.20], [-1.71, 0.99, 0.95]], "mulliken_charge": [0.172, -0.209, -0.880, 0.759, -1.187, -0.629, -0.190, -0.486, -0.259, 0.366, 0.509, 0.686, 0.308, 0.320, 0.348, 0.237, 0.254, 0.270, 0.339, 0.269], "multiplicity": 3, "homo_energy_ev": [-10.34, -14.11], "total_charge": 1}

=====

Model x:
{"formula": "C5H11N4", "method": "ωB97M-V with the def2-TZVPD basis set", "elements": ["C", "C", "C", "C", "C", "N", "N", "N", "N", "H", "H", "H", "H", "H", "H", "H", "H", "H", "H", "H"], "positions_angstrom": [[-2.81, 2.02, -0.32], [2.56, 0.58, 0.32], [3.68, 0.04, -0.49], [-1.81, -1.87, -0.18], [-1.11, -0.94, 0.82], [-2.22, 0.99, 0.10], [0.36, 1.05, -0.37], [1.42, 0.78, -0.07], [-1.30, 0.45, 0.61], [-3.85, 2.29, -0.18], [-2.13, 2.54, -1.08], [2.91, 0.85, 1.30], [3.45, -0.59, -1.25], [4.23, 0.80, -0.92], [4.52, -0.49, 0.10], [-1.41, -2.16, -1.16], [-1.98, -2.80, 0.43], [-2.87, -1.41, -0.29], [-1.51, -1.03, 1.86], [-0.13, -1.09, 0.79]], "mulliken_charge": [-0.292, 0.129, -1.098, -0.951, -0.146, -0.053, -0.740, 0.631, 0.027, 0.300, 0.232, 0.432, 0.361, 0.363, 0.323, 0.329, 0.326, 0.266, 0.309, 0.253], "multiplicity": 3, "homo_energy_ev": [-10.64, -13.53], "total_charge": 1}

=====

Result of the stability comparison: model x is the least stable of them.

=====

Model w:
{"formula": "C2H8NOS", "method": "ωB97M-V with the def2-TZVPD basis set", "elements": ["C", "C", "N", "O", "S", "H", "H", "H", "H", "H", "H", "H", "H"], "positions_angstrom": [[-1.51, -0.93, -0.41], [0.24, 0.64, 0.06], [1.47, 0.09, 0.81], [-0.26, -0.31, -0.73], [0.80, 2.15, -0.79], [-2.33, -0.38, -0.87], [-1.66, -0.97, 0.67], [-1.47, -1.94, -0.82], [-0.69, 1.01, 1.09], [1.92, 0.83, 1.37], [2.15, -0.22, 0.10], [1.24, -0.72, 1.41], [0.40, 1.76, -2.00]], "mulliken_charge": [-0.627, -0.082, -0.305, -0.344, -0.185, 0.290, 0.370, 0.248, 0.347, 0.365, 0.362, 0.363, 0.199], "homo_energy_ev": -14.19, "total_charge": 1}

=====

Model x:
{"formula": "C2H8NOS", "method": "ωB97M-V with the def2-TZVPD basis set", "elements": ["C", "C", "N", "O", "S", "H", "H", "H", "H", "H", "H", "H", "H"], "positions_angstrom": [[-1.31, 0.45, 0.56], [-0.29, -0.44, -1.39], [-0.35, 0.63, -0.45], [2.12, -0.10, 1.15], [2.55, -1.31, 0.09], [-0.88, -0.34, 1.23], [-1.44, 1.31, 1.26], [-2.18, -0.17, 0.21], [-0.35, -1.49, -1.21], [-0.17, -0.14, -2.50], [0.60, 0.52, -0.11], [-0.36, 1.49, -0.87], [2.06, -0.41, 2.03]], "mulliken_charge": [-0.843, -0.694, 0.116, -0.496, 0.147, 0.318, 0.373, 0.362, 0.493, 0.241, 0.280, 0.334, 0.370], "homo_energy_ev": [-13.74, -13.24], "total_charge": 1}

=====

Result of the stability comparison: model x is the least stable of them.

=====

Model w:
{"formula": "C3H3ClO", "method": "ωB97M-V with the def2-TZVPD basis set", "elements": ["C", "C", "C", "O", "Cl", "H", "H", "H"], "positions_angstrom": [[-0.69, -0.40, 1.88], [-0.05, -0.48, 0.75], [1.00, 0.63, -0.79], [0.47, -1.48, 1.41], [2.52, 1.00, -0.13], [-1.52, -0.81, 2.41], [0.33, 1.46, -0.89], [1.01, -0.12, -1.57]], "mulliken_charge": [-0.196, 0.108, -0.321, -0.371, -0.075, 0.257, 0.303, 0.295], "homo_energy_ev": [-8.32, -8.32], "total_charge": 0}

=====

Model x:
{"formula": "C3H3ClO", "method": "ωB97M-V with the def2-TZVPD basis set", "elements": ["C", "C", "C", "O", "Cl", "H", "H", "H"], "positions_angstrom": [[0.38, -0.34, -0.45], [1.32, 0.64, -0.77], [-0.36, 0.27, 0.69], [0.63, 0.47, -1.86], [-2.15, -0.35, 0.82], [0.16, -1.37, -0.60], [0.08, 1.24, 0.84], [-0.06, -0.54, 1.32]], "mulliken_charge": [0.365, -0.619, -0.518, -0.202, -0.200, 0.465, 0.466, 0.244], "homo_energy_ev": -9.42, "total_charge": 0}

=====

Model y:
{"formula": "C3H3ClO", "method": "ωB97M-V with the def2-TZVPD basis set", "elements": ["C", "C", "C", "O", "Cl", "H", "H", "H"], "positions_angstrom": [[-0.76, -1.25, -0.46], [-1.53, 0.67, -0.82], [1.09, 0.03, 0.25], [0.41, -1.16, 0.01], [-2.90, 0.41, 0.09], [2.02, 0.30, -0.33], [1.24, 0.06, 1.36], [0.44, 0.94, -0.10]], "mulliken_charge": [0.038, -0.179, -0.498, -0.117, -0.009, 0.247, 0.260, 0.258], "homo_energy_ev": [-7.61, -7.61], "total_charge": 0}

=====

Model z:
{"formula": "C3H3ClO", "method": "ωB97M-V with the def2-TZVPD basis set", "elements": ["C", "C", "C", "O", "Cl", "H", "H", "H"], "positions_angstrom": [[1.37, -0.51, -0.50], [2.32, -1.02, -1.03], [0.17, 0.11, 0.01], [3.45, -1.50, -1.65], [3.59, -1.22, -3.30], [-0.76, -0.48, -0.13], [0.20, 0.12, 1.17], [0.15, 1.04, -0.59]], "mulliken_charge": [0.241, 0.409, -1.097, -0.348, 0.022, 0.270, 0.265, 0.240], "smiles": "CC#COCl", "homo_energy_ev": -9.45, "total_charge": 0}

=====

Result of the stability comparison: model y is the least stable of them.

=====

Model w:
{"formula": "C3H3F2NO", "method": "ωB97M-V with the def2-TZVPD basis set", "elements": ["C", "C", "C", "H", "H", "H", "N", "O", "F", "F"], "positions_angstrom": [[0.00, -0.04, 1.03], [1.10, -0.42, 0.41], [0.20, 0.14, -1.94], [1.92, -0.81, 1.11], [1.98, -0.60, -1.68], [0.71, 0.28, -3.00], [1.25, 0.05, -0.95], [-1.01, 0.21, -1.59], [-1.13, 0.56, 0.63], [-0.33, -0.44, 2.25]], "mulliken_charge": [0.412, -0.222, 0.181, 0.288, 0.313, 0.255, -0.310, -0.497, -0.180, -0.241], "smiles": "O=CNC=C(F)F", "homo_energy_ev": -9.23, "total_charge": 0}

=====

Model x:
{"formula": "C3H3F2NO", "method": "ωB97M-V with the def2-TZVPD basis set", "elements": ["C", "C", "C", "N", "O", "F", "F", "H", "H", "H"], "positions_angstrom": [[-0.23, 1.17, -1.07], [-1.57, 0.59, 0.93], [0.99, -1.13, 0.39], [-0.97, 0.73, -0.10], [-2.09, 0.36, 1.94], [1.72, -0.55, -0.54], [0.33, -2.25, -0.11], [0.08, 0.54, -1.83], [0.22, 2.11, -0.88], [1.51, -1.57, 1.26]], "mulliken_charge": [-0.533, 0.492, 0.114, -0.193, -0.443, -0.166, -0.218, 0.373, 0.332, 0.243], "homo_energy_ev": [-7.68, -9.54], "total_charge": 0}

=====

Result of the stability comparison: model x is the least stable of them.

=====

Model w:
{"formula": "C5H14", "method": "ωB97M-V with the def2-TZVPD basis set", "elements": ["C", "C", "C", "H", "H", "H", "H", "H", "H", "H", "H", "C", "C", "H", "H", "H", "H", "H", "H"], "positions_angstrom": [[-0.47, -0.50, 0.74], [-0.12, -1.81, 1.43], [-1.68, 0.18, 1.40], [0.31, 0.25, 0.79], [-0.70, -0.66, -0.31], [-0.74, -2.56, 0.89], [-0.47, -1.94, 2.45], [-1.94, 1.10, 0.86], [-2.57, -0.45, 1.39], [0.90, -2.18, 1.36], [-1.38, 0.46, 2.41], [1.57, 1.55, -1.40], [0.66, 0.51, -2.07], [1.38, 2.56, -1.76], [1.47, 1.52, -0.32], [2.63, 1.32, -1.56], [-0.10, 1.05, -2.64], [0.08, -0.14, -1.40], [1.19, -0.11, -2.79]], "mulliken_charge": [1.496, -3.279, -3.735, -0.092, 0.500, 0.642, 0.647, 0.529, 0.819, 0.888, 0.976, -1.414, -0.396, 0.339, 0.505, 0.283, 0.320, -0.423, 0.396], "multiplicity": 2, "homo_energy_ev": [1.54, -7.24], "total_charge": -1}

=====

Model x:
{"formula": "C5H14", "method": "ωB97M-V with the def2-TZVPD basis set", "elements": ["C", "C", "H", "H", "H", "H", "H", "H", "C", "C", "C", "H", "H", "H", "H", "H", "H", "H", "H"], "positions_angstrom": [[-2.06, 1.32, -2.00], [-1.67, -0.08, -1.49], [-1.33, 2.09, -1.69], [-2.33, 1.38, -3.05], [-3.06, 1.71, -1.55], [-1.92, -0.92, -2.12], [-2.16, -0.28, -0.53], [-0.56, -0.02, -1.46], [1.14, -0.50, 1.82], [1.53, -1.75, 0.99], [1.45, 0.91, 1.16], [0.07, -0.62, 1.85], [1.77, -0.47, 2.70], [2.55, -2.06, 1.26], [2.49, 1.01, 0.89], [1.34, -1.60, -0.07], [0.97, -2.69, 1.29], [0.97, 1.06, 0.16], [0.82, 1.49, 1.83]], "mulliken_charge": [-1.971, -1.760, 0.696, 0.308, 0.563, 0.539, 0.603, 0.394, -0.291, -1.487, -2.334, 0.443, 0.432, 0.435, 0.826, 0.407, 0.334, 0.022, 0.843], "multiplicity": 2, "homo_energy_ev": [1.52, -7.55], "total_charge": -1}

=====

Result of the stability comparison: model x is the least stable of them.

=====

Model w:
{"formula": "C3H11NS2", "method": "ωB97M-V with the def2-TZVPD basis set", "elements": ["C", "S", "S", "H", "H", "H", "H", "C", "C", "N", "H", "H", "H", "H", "H", "H", "H"], "positions_angstrom": [[-2.94, -0.54, -0.02], [-1.70, -1.71, -0.68], [-1.74, -1.27, -2.70], [-2.52, -0.13, 0.90], [-3.79, -1.15, 0.29], [-3.25, 0.13, -0.78], [-0.41, -1.24, -2.80], [2.69, 0.58, 0.71], [1.25, 0.07, 0.47], [0.16, 1.04, 0.65], [2.99, 0.86, 1.71], [3.34, -0.25, 0.41], [2.94, 1.39, 0.06], [1.31, -0.24, -0.57], [1.12, -0.79, 1.12], [0.10, 1.62, -0.18], [0.47, 1.64, 1.41]], "mulliken_charge": [-0.777, -0.071, -0.191, 0.252, 0.312, 0.316, 0.126, -1.294, -0.166, -0.489, 0.359, 0.353, 0.367, 0.173, 0.256, 0.244, 0.230], "smiles": "CCN.CSS", "homo_energy_ev": -8.21, "total_charge": 0}

=====

Model x:
{"formula": "C3H11NS2", "method": "ωB97M-V with the def2-TZVPD basis set", "elements": ["C", "S", "S", "H", "H", "H", "H", "C", "N", "C", "H", "H", "H", "H", "H", "H", "H"], "positions_angstrom": [[-2.38, 0.07, -0.65], [-1.95, 1.46, -1.82], [-0.46, 2.39, -0.87], [-2.20, 0.22, 0.39], [-3.51, 0.01, -0.83], [-1.78, -0.80, -0.96], [-0.72, 3.60, -1.32], [2.14, 0.14, 0.37], [1.36, -1.01, -0.04], [0.56, -1.58, 1.02], [1.54, 1.05, 0.69], [2.58, 0.44, -0.58], [2.93, -0.21, 1.22], [0.74, -0.68, -0.80], [-0.03, -0.70, 1.48], [-0.07, -2.44, 0.79], [1.24, -1.95, 1.91]], "mulliken_charge": [-0.739, -0.059, -0.135, 0.292, 0.291, 0.229, 0.119, -0.731, -0.368, -0.729, 0.166, 0.338, 0.273, 0.256, 0.237, 0.293, 0.266], "smiles": "CNC.CSS", "homo_energy_ev": -8.31, "total_charge": 0}

=====

Result of the stability comparison: model x is the least stable of them.